Entry 1:
{
  "formula": "C36H44NO2",
  "method": "ωB97M-V/def2-TZVPD",
  "symbols": ["C", "C", "O", "C", "C", "C", "C", "C", "C", "C", "C", "C", "C", "C", "C", "C", "C", "C", "C", "C", "N", "C", "C", "C", "C", "C", "C", "C", "C", "C", "C", "C", "O", "C", "C", "C", "C", "C", "C", "H", "H", "H", "H", "H", "H", "H", "H", "H", "H", "H", "H", "H", "H", "H", "H", "H", "H", "H", "H", "H", "H", "H", "H", "H", "H", "H", "H", "H", "H", "H", "H", "H", "H", "H", "H", "H", "H", "H", "H", "H", "H", "H", "H"],
  "positions_angstrom": [[2.607849, -4.155506, 0.673309], [1.849809, -2.868346, 1.059482], [2.359572, -2.158955, 1.904065], [0.389580, -2.499756, 0.527750], [-0.490012, -3.671103, 1.145072], [-0.351874, -4.004716, 2.512073], [-1.316286, -4.759487, 3.196443], [-2.390433, -5.304928, 2.465517], [-2.457983, -5.137138, 1.055739], [-1.447106, -4.401302, 0.398196], [0.086616, -1.072036, 0.526759], [-1.268588, -0.589355, -0.189814], [-1.494095, 0.457566, -1.130667], [-2.704288, 1.155963, -1.233998], [-3.837313, 0.657057, -0.542061], [-3.679496, -0.512540, 0.232067], [-2.438113, -1.135346, 0.331467], [-4.823093, -1.172731, 0.878724], [-6.002037, -0.223119, 1.072768], [-6.293223, 0.558465, -0.189994], [-5.081699, 1.188708, -0.713892], [-5.371462, 2.285890, -1.619835], [-4.169629, 3.203854, -1.789614], [-2.899922, 2.338350, -2.113362], [1.202233, -0.112104, -0.025265], [2.437838, -0.521001, -0.580462], [3.548976, 0.308684, -0.578302], [4.945483, -0.193303, -0.956119], [5.550615, 0.636010, -2.102839], [4.895074, -1.641942, -1.424281], [5.909261, -0.114173, 0.241879], [3.394429, 1.697349, -0.132906], [4.400818, 2.395149, 0.099885], [2.042311, 2.215013, 0.050395], [1.855360, 3.723769, 0.223131], [2.565934, 4.287601, 1.474042], [0.395659, 4.162264, 0.309982], [2.480946, 4.512037, -0.949314], [1.025964, 1.282390, 0.117536], [2.776368, -4.214200, -0.402243], [3.620150, -4.138394, 1.121454], [2.085643, -5.068132, 0.945621], [0.325040, -2.556964, -0.528457], [0.451457, -3.568071, 3.097189], [-1.231179, -4.928523, 4.283572], [-3.166455, -5.899445, 2.980467], [-3.273880, -5.588451, 0.469480], [-1.483096, -4.257931, -0.681566], [-0.014682, -0.874254, 1.609553], [-0.671413, 0.870262, -1.705961], [-2.333673, -1.999201, 0.988151], [-4.531292, -1.615999, 1.838244], [-5.126048, -1.993427, 0.218479], [-5.774944, 0.483701, 1.882792], [-6.890126, -0.794377, 1.350268], [-7.015659, 1.365041, 0.011452], [-6.753516, -0.097833, -0.956141], [-5.685286, 1.920236, -2.619719], [-6.224748, 2.850700, -1.208471], [-4.377300, 3.909060, -2.616452], [-4.021872, 3.798132, -0.864163], [-2.029545, 3.015684, -2.150136], [-3.063730, 1.974507, -3.142171], [2.559189, -1.547839, -0.955439], [5.692817, 1.681242, -1.808074], [6.529663, 0.228462, -2.400954], [4.893875, 0.610623, -2.980853], [4.554235, -2.283444, -0.606622], [4.219840, -1.740650, -2.280498], [5.887940, -1.995689, -1.734977], [5.508260, -0.716058, 1.065785], [6.904250, -0.501800, -0.032171], [6.006760, 0.922536, 0.584229], [3.642324, 4.081616, 1.410854], [2.407106, 5.380060, 1.506761], [2.157169, 3.839841, 2.388058], [-0.187707, 3.836244, -0.558303], [-0.079002, 3.800098, 1.226332], [0.368945, 5.261938, 0.332274], [2.034955, 4.220442, -1.909661], [2.295830, 5.586334, -0.784919], [3.564588, 4.347600, -0.985163], [0.021059, 1.579063, 0.378553]],
  "atomic_forces_ev_per_a": [[0.215, 0.449, -0.468], [0.043, 0.831, 0.738], [-0.514, -0.510, -0.350], [1.637, -3.992, -0.917], [-0.096, 0.470, 0.206], [-0.702, 0.604, 0.061], [-0.199, -0.424, -0.809], [-0.064, -0.019, -0.410], [0.926, -0.075, 0.567], [-0.441, 0.761, 0.673], [-0.891, 4.126, 0.329], [-0.485, -0.845, 0.288], [0.577, 0.395, 0.833], [-0.426, -1.292, 0.771], [1.144, -1.204, -0.052], [0.963, 0.185, -0.712], [0.305, 0.846, 0.668], [-1.058, -0.300, 0.151], [0.019, -0.092, 0.275], [0.466, 0.060, -0.287], [-1.896, 1.096, 0.177], [0.269, 0.052, -0.112], [0.588, -0.300, 0.260], [-0.546, 1.215, -1.091], [0.342, -0.424, -0.457], [-0.293, -0.202, 0.688], [-0.540, 0.557, -0.138], [0.273, 0.294, -0.244], [0.033, 0.222, -0.184], [0.082, -0.193, -0.030], [-0.056, 0.065, 0.237], [-0.564, -0.905, 0.001], [1.032, 1.028, -0.104], [0.556, -0.476, -0.323], [0.327, 0.488, -0.058], [0.101, -0.161, 0.105], [-0.128, 0.037, 0.007], [0.070, -0.102, -0.195], [-0.059, -0.642, 0.797], [-0.224, 0.128, -0.199], [-0.740, 0.118, 0.062], [-0.198, 0.003, 0.201], [0.540, -1.767, -1.571], [-0.035, 0.141, -0.124], [-0.024, 0.098, -0.731], [0.464, 0.459, -0.329], [0.507, 0.192, 0.390], [-0.115, 0.038, 0.220], [-0.319, 0.944, -0.275], [0.151, -0.091, 0.219], [-0.274, 0.229, -0.001], [-0.036, 0.034, -0.168], [-0.218, -0.153, 0.169], [-0.049, -0.132, -0.119], [-0.045, 0.101, 0.126], [0.127, -0.261, -0.010], [0.127, 0.086, 0.151], [0.050, -0.042, 0.242], [0.219, -0.153, -0.134], [0.243, -0.285, 0.382], [0.016, -0.352, -0.434], [-0.152, -0.454, 0.101], [0.217, 0.134, 0.090], [-0.123, 0.326, 0.431], [-0.138, -0.206, 0.031], [-0.163, 0.020, 0.088], [0.057, -0.005, 0.073], [-0.034, -0.093, -0.130], [0.030, -0.136, 0.065], [-0.112, 0.164, 0.078], [0.114, 0.034, -0.016], [-0.223, 0.019, 0.009], [-0.073, -0.288, -0.112], [-0.357, -0.011, 0.091], [0.019, -0.294, 0.093], [0.088, 0.067, -0.058], [0.009, -0.081, 0.095], [-0.079, -0.074, -0.098], [-0.062, -0.224, 0.034], [0.076, 0.043, 0.124], [0.051, -0.223, -0.134], [-0.276, -0.072, -0.046], [-0.047, 0.390, 0.238]],
  "lowdin_charge": [-0.011, -0.388, 0.083, -0.174, -0.157, -0.038, -0.086, -0.106, -0.087, -0.048, -0.185, -0.112, 0.007, -0.150, -0.125, -0.165, -0.005, -0.164, -0.177, -0.173, -0.087, -0.191, -0.163, -0.139, -0.181, -0.024, -0.093, -0.548, -0.064, -0.087, -0.055, -0.354, -0.080, -0.090, -0.542, -0.065, -0.082, -0.068, -0.035, 0.073, 0.089, 0.068, 0.132, 0.113, 0.104, 0.095, 0.099, 0.112, 0.153, 0.117, 0.107, 0.120, 0.123, 0.122, 0.106, 0.113, 0.127, 0.124, 0.112, 0.110, 0.119, 0.110, 0.120, 0.091, 0.074, 0.072, 0.080, 0.064, 0.083, 0.080, 0.082, 0.074, 0.072, 0.072, 0.073, 0.081, 0.069, 0.081, 0.074, 0.081, 0.071, 0.075, 0.096],
  "smiles": "CC(=O)[C@@H](c1ccccc1)[C@H](c1cc2c3c(c1)CCCN3CCC2)c1cc(C(C)(C)C)c([O-])c(C(C)(C)C)c1",
  "charge": -1,
  "e_lumo_ev": 2.39,
  "fmax_ev_per_a": 4.4
}


Entry 2:
{
  "formula": "C31H29Cl2N9RuS",
  "method": "ωB97M-V/def2-TZVPD",
  "symbols": ["Ru", "N", "C", "S", "N", "C", "C", "C", "C", "C", "C", "H", "H", "H", "H", "H", "H", "H", "H", "C", "C", "N", "C", "N", "C", "C", "C", "N", "C", "H", "H", "H", "H", "H", "H", "H", "H", "H", "H", "H", "H", "H", "Cl", "C", "C", "C", "C", "C", "Cl", "C", "N", "H", "H", "H", "N", "C", "C", "C", "N", "C", "N", "C", "C", "C", "C", "C", "C", "C", "H", "H", "H", "H", "H"],
  "positions_angstrom": [[0.319759, -1.435449, -0.058738], [-1.194314, 2.472701, -3.954412], [0.097342, 2.252665, -3.423405], [0.537093, 0.714315, -2.860285], [0.947916, 3.318251, -3.674098], [2.190409, 3.661567, -3.136222], [2.906787, 2.898795, -2.211696], [4.142883, 3.343805, -1.766119], [4.692576, 4.535494, -2.216621], [3.973122, 5.303926, -3.122895], [2.739124, 4.875230, -3.573613], [-1.816032, 1.751380, -3.611389], [-1.578516, 3.372856, -3.672315], [0.500643, 4.092290, -4.139243], [2.501931, 1.982735, -1.811382], [4.665324, 2.739015, -1.037249], [5.656657, 4.868338, -1.853644], [4.369009, 6.248562, -3.478312], [2.178718, 5.485953, -4.275344], [-1.873570, -0.326423, 3.956972], [-0.551533, -0.853869, 3.401013], [-0.678747, -1.441206, 2.056103], [-1.871140, -1.345764, 1.406741], [-1.771488, -1.451757, 0.100478], [-2.978107, -1.454505, -0.678722], [-4.036272, -2.272884, 0.053991], [-4.303418, -1.641129, 1.412777], [-3.063833, -1.216340, 2.051060], [-3.037618, -1.183002, 3.494885], [-2.036472, 0.692205, 3.600080], [-1.849316, -0.304365, 5.049477], [-0.124991, -1.609500, 4.071119], [0.165238, -0.028638, 3.371413], [-0.041300, -0.082860, 1.321063], [-2.765442, -1.870733, -1.663881], [-3.344372, -0.425726, -0.821852], [-3.648741, -3.287295, 0.182017], [-4.966844, -2.329259, -0.515819], [-4.797046, -2.365290, 2.072594], [-4.963593, -0.773201, 1.319825], [-2.952317, -2.204466, 3.903556], [-3.982300, -0.755689, 3.837497], [0.051522, 1.087248, 0.407158], [1.338865, 1.705575, 1.224283], [1.896932, 2.624138, 2.020832], [3.314084, 2.707540, 2.171318], [4.238557, 1.884109, 1.563025], [4.118496, 0.730042, 0.787745], [5.629365, 0.102905, 0.071288], [3.035921, -0.107701, 0.513949], [2.389668, -1.054166, 0.274759], [1.308293, 3.408999, 2.509958], [3.703327, 3.527005, 2.764134], [5.275129, 2.182173, 1.700307], [0.315527, 0.925690, -1.135026], [-1.378372, 1.631999, 0.849173], [-2.435897, 2.497746, 1.055809], [-2.492409, 3.854510, 0.614968], [-2.546706, 4.950030, 0.242804], [-3.597467, 2.028236, 1.733642], [-4.547650, 1.656725, 2.283736], [0.435610, -3.116781, -0.492252], [0.306470, -4.471792, -0.704134], [-0.139027, -5.336669, 0.349507], [-0.271633, -6.688153, 0.141763], [0.028519, -7.273381, -1.097167], [0.469015, -6.441244, -2.136293], [0.605769, -5.084861, -1.964077], [-0.373356, -4.895346, 1.310573], [-0.617030, -7.313507, 0.959213], [-0.074852, -8.340651, -1.246630], [0.711340, -6.874558, -3.101678], [0.944779, -4.456592, -2.778094]],
  "atomic_forces_ev_per_a": [[0.861, -1.581, -0.873], [-0.120, 0.188, 0.375], [0.130, -0.130, -0.715], [0.120, 0.354, 0.068], [0.029, 0.100, 0.256], [0.000, 0.033, -0.013], [-0.063, 0.007, 0.042], [-0.003, 0.001, -0.006], [-0.009, 0.006, -0.002], [0.001, 0.013, 0.012], [0.007, -0.017, -0.043], [0.016, -0.050, -0.093], [-0.012, -0.032, 0.080], [-0.007, -0.075, -0.131], [-0.028, -0.018, 0.030], [0.010, -0.020, 0.011], [0.002, -0.002, 0.001], [0.001, 0.000, 0.003], [0.012, -0.014, -0.017], [-0.002, 0.051, -0.036], [-0.052, -0.307, 0.150], [0.223, 2.057, -0.214], [-0.261, -0.269, -0.158], [0.236, -0.183, 0.138], [-0.014, 0.107, -0.034], [0.019, 0.021, -0.006], [-0.016, 0.109, -0.040], [0.134, -0.336, 0.081], [-0.011, 0.019, 0.077], [-0.054, -0.020, -0.015], [0.056, 0.028, -0.002], [-0.076, -0.055, -0.011], [0.060, -0.058, 0.049], [-0.309, -0.738, 0.488], [0.028, -0.022, 0.018], [0.004, -0.006, -0.029], [-0.016, -0.010, -0.024], [-0.010, 0.013, 0.018], [-0.001, 0.005, 0.001], [0.004, 0.005, 0.006], [-0.019, 0.012, 0.020], [0.002, 0.023, -0.029], [-2.047, 3.489, 2.026], [0.817, -1.796, -1.084], [-0.662, 0.759, -0.221], [-0.042, -0.124, 0.054], [0.050, -0.031, 0.073], [-0.071, 0.214, -0.119], [-0.008, 0.005, 0.035], [0.307, -0.391, 0.198], [-0.529, 0.395, -0.219], [-0.027, -0.049, 0.042], [-0.001, 0.021, -0.019], [-0.002, -0.022, 0.016], [0.313, -0.847, -0.264], [0.804, -1.490, 0.858], [0.289, 0.562, -0.616], [-0.023, 0.011, 0.004], [0.028, -0.002, -0.024], [-0.024, 0.014, -0.128], [0.005, -0.003, 0.059], [-0.089, 0.084, -0.103], [0.040, 0.011, -0.010], [0.009, -0.019, 0.007], [-0.003, 0.000, 0.008], [0.006, 0.006, 0.002], [0.005, 0.000, -0.005], [-0.022, -0.011, -0.002], [0.008, 0.004, -0.001], [0.002, -0.001, -0.001], [-0.001, -0.001, -0.001], [-0.012, 0.001, -0.002], [0.005, 0.002, 0.004]],
  "lowdin_charge": [0.998, 0.024, -0.710, 0.818, 0.040, -0.241, -0.016, -0.069, -0.115, -0.124, -0.060, 0.059, 0.073, 0.118, 0.056, 0.076, 0.088, 0.088, 0.097, -0.164, -0.227, -0.038, -0.482, -0.092, -0.216, -0.166, -0.167, -0.044, -0.181, 0.096, 0.106, 0.100, 0.096, 0.051, 0.108, 0.116, 0.113, 0.104, 0.113, 0.097, 0.122, 0.109, 0.789, -0.304, -0.199, -0.180, -0.220, -0.673, 0.537, -0.317, 0.024, 0.089, 0.066, 0.078, -0.720, -0.282, -0.367, -0.274, 0.074, -0.271, 0.109, -0.182, -0.341, -0.082, -0.147, -0.156, -0.148, -0.085, 0.096, 0.083, 0.068, 0.083, 0.096],
  "s2": 6.0768,
  "charge": -2,
  "de_lowest_kj_mol": 1870.72,
  "e_lumo_ev": [4.44, 4.09],
  "multiplicity": 5,
  "fmax_ev_per_a": 4.5
}


Entry 3:
{
  "formula": "C3H2N2OS",
  "method": "ωB97M-V/def2-TZVPD",
  "symbols": ["C", "C", "C", "N", "N", "O", "S", "H", "H"],
  "positions_angstrom": [[-1.017424, 0.714536, 0.138357], [-0.414041, -0.551561, 0.089986], [-0.577100, 2.084247, -0.213099], [-0.789466, 3.143947, -0.666631], [0.696239, -0.963250, -0.547202], [2.658453, -2.229776, 0.509313], [2.192459, -1.389917, -0.615240], [-1.723208, 0.570677, 0.879476], [-1.025910, -1.378905, 0.425037]],
  "atomic_forces_ev_per_a": [[3.702, -1.754, -0.122], [-1.189, 1.580, -0.786], [-2.123, -0.031, -1.149], [1.211, -1.747, 1.093], [4.362, 0.583, -1.284], [-0.157, 1.424, -1.610], [-3.492, -1.053, 2.304], [-2.114, 0.898, 1.072], [-0.201, 0.101, 0.482]],
  "lowdin_charge": [-0.063, -0.223, -0.188, 0.132, -0.305, -0.499, 0.972, 0.062, 0.113],
  "de_lowest_kj_mol": 259.24,
  "e_lumo_ev": [-1.93, -1.93],
  "fmax_ev_per_a": 4.6
}